# 1
Formula: C37H58O28
Source: the Open Molecules 2025 dataset
Level of theory: wB97M-V/def2-TZVPD

Results
- SMILES string: C[C@H]1COC(=O)O1.C[C@H]1COC(=O)O1.C[C@H]1COC(=O)O1.C[C@H]1COC(=O)O1.C[C@H]1COC(=O)O1.C[C@H]1COC(=O)O1.C[C@H]1COC(=O)O1.C[C@H]1COC(=O)O1.C[C@H]1COC(=O)O1.CO
- DFT total energy: -3551.3723 hartree
- HOMO-LUMO gap: 10.541 eV
- LUMO level: -0.0798 eV
- HOMO energy: -10.6 eV
- Energy above the lowest of the compared OMol25 structures with the same formula, charge and spin: 474.3 kJ/mol

```
! RIJCOSX wB97M-V def2-TZVPD def2/J DEFGRID3
* xyz 0 1
C 0.619 1.842 1.959
C 0.865 0.660 0.951
C -0.280 -0.250 0.879
O -0.602 -0.196 -0.473
C 0.288 0.541 -1.207
O 0.261 0.753 -2.402
O 1.105 1.120 -0.327
H -0.235 2.436 1.631
H 1.489 2.498 1.985
H 0.343 1.463 2.943
H 1.769 0.122 1.237
H -1.055 0.080 1.571
H 0.073 -1.266 1.052
C 4.954 -0.357 -7.886
C 5.420 -1.559 -7.093
C 5.663 -1.209 -5.660
O 5.154 -2.306 -4.902
C 4.305 -3.041 -5.688
O 3.627 -3.995 -5.376
O 4.347 -2.490 -6.905
H 4.874 -0.639 -8.935
H 5.664 0.460 -7.757
H 3.979 0.001 -7.554
H 6.306 -2.048 -7.499
H 5.237 -0.256 -5.347
H 6.737 -1.026 -5.636
C -2.283 10.197 2.026
C -2.136 11.039 3.279
C -1.458 12.404 3.165
O -2.486 13.391 3.333
C -3.590 12.767 3.732
O -4.605 13.373 4.015
O -3.416 11.446 3.694
H -1.292 10.071 1.592
H -2.932 10.591 1.244
H -2.626 9.186 2.245
H -1.677 10.487 4.099
H -0.971 12.722 2.243
H -0.631 12.392 3.875
C -4.326 6.410 10.409
C -4.269 6.757 8.895
C -3.348 5.827 8.021
O -4.194 5.570 6.940
C -5.453 6.001 7.101
O -6.396 5.833 6.342
O -5.567 6.541 8.326
H -5.107 5.683 10.633
H -4.542 7.236 11.086
H -3.398 5.894 10.656
H -4.057 7.816 8.747
H -3.113 4.900 8.543
H -2.403 6.338 7.835
C 8.478 -0.460 1.009
C 9.164 -1.726 1.498
C 10.245 -2.219 0.555
O 11.375 -2.419 1.343
C 11.086 -2.066 2.643
O 11.850 -2.164 3.582
O 9.859 -1.560 2.689
H 9.224 0.273 0.705
H 7.877 -0.076 1.833
H 7.815 -0.638 0.162
H 8.451 -2.543 1.613
H 10.447 -1.434 -0.173
H 9.897 -3.113 0.037
C -4.697 -8.908 7.272
C -3.473 -8.255 6.581
C -3.692 -8.131 5.066
O -3.544 -6.786 4.754
C -3.289 -6.061 5.899
O -3.244 -4.851 6.017
O -3.334 -6.917 6.973
H -4.451 -9.069 8.322
H -4.879 -9.937 6.961
H -5.536 -8.225 7.141
H -2.492 -8.663 6.822
H -4.672 -8.488 4.748
H -2.908 -8.755 4.636
C -1.504 -8.803 -2.227
C -1.012 -9.811 -3.308
C -0.041 -10.877 -2.845
O -0.719 -12.078 -3.216
C -1.897 -11.867 -3.797
O -2.679 -12.717 -4.218
O -2.161 -10.590 -3.664
H -0.670 -8.193 -1.881
H -1.916 -9.266 -1.330
H -2.277 -8.124 -2.589
H -0.681 -9.305 -4.214
H 0.147 -10.898 -1.772
H 0.927 -10.772 -3.336
C -0.474 7.122 -4.992
C -1.277 8.373 -5.161
C -1.572 8.756 -6.655
O -2.940 9.183 -6.529
C -3.453 8.755 -5.374
O -4.626 8.850 -5.062
O -2.562 8.199 -4.650
H -0.226 6.918 -3.950
H 0.450 7.185 -5.567
H -0.984 6.283 -5.466
H -0.730 9.143 -4.616
H -1.351 7.892 -7.282
H -0.877 9.537 -6.963
C -4.759 -2.795 -5.904
C -4.159 -3.280 -7.200
C -2.668 -3.431 -7.089
O -2.413 -4.720 -7.670
C -3.596 -5.407 -7.798
O -3.750 -6.606 -7.998
O -4.629 -4.581 -7.503
H -5.844 -2.690 -5.901
H -4.270 -1.826 -5.805
H -4.464 -3.424 -5.064
H -4.378 -2.666 -8.074
H -2.254 -3.428 -6.081
H -2.215 -2.681 -7.737
C 4.183 -3.864 4.662
O 3.825 -4.053 3.318
H 5.105 -4.399 4.891
H 4.248 -2.794 4.858
H 3.325 -4.280 5.190
H 3.637 -4.991 3.244
*
```

Löwdin atomic charge list, values in e, 4 entries:
1. C -0.004
2. C -0.357
3. C -0.132
4. O 0.072

***

# 2
Formula: C37H60FN3O19S
Source: the Open Molecules 2025 dataset
Level of theory: wB97M-V/def2-TZVPD

Results
- SMILES string: C=CC[C@H](N(CC=O)N(C)C(C)=O)[C@@](S)(NCCC)O[C@H](F)C[C@@H]1CO1.C[C@@H]1COC(=O)O1.C[C@@H]1COC(=O)O1.C[C@@H]1COC(=O)O1.C[C@@H]1COC(=O)O1.C[C@@H]1COC(=O)O1
- DFT total energy: -3537.4647 hartree
- HOMO-LUMO gap: 7.327 eV
- LUMO level: 0.2042 eV
- HOMO energy: -7.1 eV

```
! RIJCOSX wB97M-V def2-TZVPD def2/J DEFGRID3
* xyz 0 1
C 3.772 0.424 -0.939
C 3.293 -0.156 0.226
C 2.287 -1.256 0.233
C 1.000 -0.786 -0.440
N 0.224 0.149 0.379
C -0.163 1.359 -0.325
C -1.024 1.068 -1.531
O -0.645 1.268 -2.655
N 0.660 0.323 1.713
C 1.325 1.598 2.000
C -0.442 0.124 2.623
C -1.703 0.922 2.487
O -0.329 -0.689 3.496
C 0.124 -2.016 -0.943
S -1.562 -2.011 -0.164
N -0.165 -1.875 -2.321
C 0.954 -1.755 -3.245
C 0.607 -2.399 -4.583
C 1.749 -2.260 -5.582
O 0.785 -3.226 -0.532
C 0.582 -4.367 -1.264
F -0.733 -4.817 -1.210
C 1.470 -5.464 -0.714
C 1.326 -6.699 -1.602
C 0.673 -7.995 -0.892
O 2.154 -7.711 -1.416
H 3.421 1.421 -1.193
H 4.465 -0.066 -1.615
H 3.627 0.214 1.195
H 2.706 -2.082 -0.355
H 2.125 -1.658 1.226
H 1.320 -0.212 -1.306
H -0.738 2.038 0.299
H 0.713 1.883 -0.728
H -2.043 0.709 -1.322
H 1.894 1.497 2.923
H 0.639 2.440 2.142
H 2.028 1.878 1.223
H -2.303 0.846 3.385
H -2.249 0.548 1.619
H -1.514 1.977 2.293
H -1.189 -2.397 1.059
H -0.897 -2.491 -2.645
H 1.861 -2.234 -2.862
H 1.207 -0.713 -3.449
H 0.327 -3.442 -4.425
H -0.286 -1.892 -4.957
H 2.614 -2.828 -5.252
H 2.008 -1.209 -5.682
H 1.429 -2.632 -6.552
H 0.804 -4.236 -2.328
H 2.518 -5.172 -0.776
H 1.149 -5.766 0.273
H 1.014 -6.536 -2.639
H 0.007 -8.083 -1.806
H 0.829 -9.072 -0.876
C 0.022 0.026 6.581
C -0.343 1.073 7.601
C 0.029 2.489 7.218
O 0.260 3.104 8.490
C 0.621 2.129 9.362
O 1.065 2.324 10.445
O 0.409 0.907 8.819
H -0.357 -0.950 6.879
H -0.394 0.266 5.605
H 1.106 -0.062 6.495
H -1.405 1.006 7.854
H -0.762 3.012 6.686
H 0.951 2.536 6.632
C 6.080 -1.786 5.944
C 5.477 -1.252 4.669
C 3.969 -1.365 4.582
O 3.755 -1.499 3.173
C 4.876 -2.037 2.630
O 4.950 -2.451 1.520
O 5.885 -2.037 3.532
H 7.150 -1.588 5.976
H 5.616 -1.319 6.812
H 5.947 -2.867 6.004
H 5.801 -0.223 4.495
H 3.449 -0.488 4.960
H 3.583 -2.257 5.081
C -0.619 5.932 -2.069
C 0.801 6.092 -1.585
C 1.842 6.181 -2.681
O 2.998 5.602 -2.056
C 2.568 4.754 -1.096
O 3.247 3.963 -0.527
O 1.239 4.916 -0.879
H -1.315 5.961 -1.231
H -0.890 6.723 -2.767
H -0.743 4.967 -2.560
H 0.883 6.942 -0.902
H 2.052 7.200 -2.994
H 1.582 5.580 -3.555
C -7.047 -0.044 -2.298
C -6.113 -1.070 -1.706
C -6.792 -2.164 -0.908
O -5.792 -2.505 0.058
C -5.004 -1.422 0.239
O -4.196 -1.306 1.100
O -5.260 -0.482 -0.706
H -6.501 0.654 -2.932
H -7.816 -0.527 -2.900
H -7.522 0.539 -1.509
H -5.472 -1.497 -2.482
H -7.050 -3.034 -1.505
H -7.682 -1.809 -0.382
C -3.814 1.373 -5.146
C -3.253 2.699 -5.595
C -2.331 3.358 -4.596
O -2.525 4.753 -4.873
C -3.762 4.901 -5.410
O -4.307 5.941 -5.574
O -4.289 3.691 -5.723
H -4.391 0.908 -5.945
H -3.008 0.697 -4.859
H -4.485 1.514 -4.298
H -2.765 2.597 -6.568
H -1.288 3.085 -4.731
H -2.620 3.161 -3.561
*
```

Löwdin atomic charge list, values in e, 4 entries:
1. C 0.014
2. C -0.151
3. C -0.144
4. C -0.217

***

# 3
Formula: C37H61B2N3O14Si2
Source: the Open Molecules 2025 dataset
Level of theory: wB97M-V/def2-TZVPD

Results
- DFT total energy: -3292.6835 hartree
- HOMO-LUMO gap: 8.157 eV
- LUMO level: -0.6539 eV
- HOMO energy: -8.8 eV

```
! RIJCOSX wB97M-V def2-TZVPD def2/J DEFGRID3
* xyz 0 1
C 5.025 -8.529 0.325
C 4.170 -7.373 0.862
C 3.503 -6.588 -0.283
C 3.170 -5.132 0.108
C 1.746 -4.683 -0.294
Si 1.776 -3.013 -1.143
C 2.489 -1.711 0.008
C 3.269 -0.643 -0.802
C 3.179 0.737 -0.145
C 4.324 1.673 -0.551
O 5.337 1.726 0.437
C 4.914 2.503 1.551
O 0.275 -2.459 -1.584
Si -0.577 -3.206 -2.824
C -1.490 -4.730 -2.128
O -2.906 -4.484 -2.076
C -3.290 -3.909 -0.843
C -4.667 -3.294 -1.021
O -4.808 -2.208 -0.141
C -5.890 -1.355 -0.454
C -7.163 -1.725 0.298
O -7.470 -0.702 1.230
C -8.830 -0.640 1.597
C -9.402 -1.922 2.176
C -1.877 -2.009 -3.406
B -2.838 -2.663 -4.451
O -4.178 -2.318 -4.444
O -2.373 -3.547 -5.426
B 0.633 -3.620 -4.388
C 1.382 -2.418 -5.083
O 0.799 -4.899 -4.828
H 6.034 -8.178 0.117
H 5.080 -9.359 1.026
H 4.606 -8.899 -0.610
H 3.387 -7.749 1.519
H 4.816 -6.688 1.410
H 4.193 -6.581 -1.126
H 2.587 -7.114 -0.545
H 3.934 -4.458 -0.286
H 3.234 -5.080 1.195
H 1.276 -5.425 -0.942
H 1.134 -4.590 0.605
H 2.703 -3.122 -2.302
H 3.140 -2.196 0.735
H 1.639 -1.245 0.508
H 4.300 -0.981 -0.894
H 2.804 -0.581 -1.788
H 2.238 1.185 -0.466
H 3.133 0.618 0.936
H 4.786 1.286 -1.460
H 3.955 2.679 -0.773
H 5.627 3.312 1.718
H 4.839 1.881 2.442
H 3.943 2.954 1.347
H -1.311 -5.602 -2.756
H -1.129 -4.934 -1.117
H -3.300 -4.681 -0.069
H -2.601 -3.114 -0.543
H -5.444 -4.048 -0.843
H -4.752 -2.985 -2.067
H -5.606 -0.333 -0.216
H -6.092 -1.395 -1.528
H -8.002 -1.866 -0.392
H -7.012 -2.671 0.823
H -8.896 0.137 2.357
H -9.441 -0.303 0.750
H -9.361 -2.757 1.480
H -8.890 -2.185 3.098
H -10.458 -1.752 2.390
H -2.488 -1.639 -2.581
H -1.407 -1.123 -3.845
H -4.737 -3.093 -4.505
H -2.528 -4.466 -5.204
H 0.959 -2.228 -6.073
H 1.270 -1.493 -4.516
H 2.451 -2.615 -5.186
H 1.406 -4.916 -5.573
C -2.957 2.085 2.412
C -2.285 1.944 3.620
C -0.921 2.172 3.686
C -0.257 2.543 2.531
C -0.904 2.686 1.317
C -2.268 2.452 1.264
N 1.187 2.802 2.592
O 1.757 2.649 3.656
O 1.734 3.158 1.571
H -4.023 1.908 2.366
H -2.825 1.657 4.511
H -0.387 2.064 4.618
H -0.360 2.974 0.429
H -2.791 2.559 0.324
C 3.854 5.971 5.417
C 2.756 5.402 4.784
C 1.512 6.004 4.883
C 1.392 7.170 5.614
C 2.471 7.751 6.254
C 3.711 7.141 6.152
N 0.074 7.821 5.708
O -0.861 7.281 5.155
O 0.001 8.860 6.331
H 4.825 5.501 5.335
H 2.864 4.492 4.212
H 0.650 5.571 4.398
H 2.347 8.661 6.822
H 4.566 7.581 6.646
C 2.248 7.345 -3.910
C 2.949 6.154 -3.782
C 2.402 5.099 -3.071
C 1.154 5.261 -2.501
C 0.440 6.439 -2.612
C 0.998 7.488 -3.324
N 0.562 4.138 -1.758
O 1.217 3.123 -1.654
O -0.546 4.292 -1.283
H 2.678 8.165 -4.470
H 3.924 6.044 -4.237
H 2.939 4.168 -2.963
H -0.531 6.537 -2.152
H 0.454 8.417 -3.422
*
```

Löwdin atomic charge list, values in e, 4 entries:
1. C -0.117
2. C -0.266
3. C -0.221
4. C -0.259

***

# 4
Formula: C37H61BrIrO3PS6
Source: the Open Molecules 2025 dataset
Level of theory: wB97M-V/def2-TZVPD

Results
- DFT total energy: -7080.1396 hartree
- HOMO-LUMO gap (alpha / beta): 6.015 / 4.690 eV
- LUMO level (alpha / beta): -9.6386 / -10.9547 eV
- HOMO energy (alpha / beta): -15.7 / -15.6 eV

```
! RIJCOSX wB97M-V def2-TZVPD def2/J DEFGRID3
* xyz 3 2
Ir -1.963 0.283 -1.087
C -3.961 2.513 -2.585
C -4.812 1.273 -2.500
S -4.245 0.055 -1.275
C -4.799 0.691 0.330
C -4.158 1.993 0.751
S -2.336 1.967 0.510
C -2.069 3.586 -0.313
C -1.478 3.422 -1.696
S -2.204 2.043 -2.625
H -4.154 3.210 -1.777
H -4.145 3.031 -3.528
H -4.802 0.721 -3.441
H -5.856 1.495 -2.271
H -4.549 -0.116 1.020
H -5.888 0.765 0.299
H -4.321 2.154 1.817
H -4.576 2.847 0.223
H -1.373 4.141 0.315
H -3.018 4.118 -0.290
H -0.429 3.139 -1.640
H -1.563 4.330 -2.296
C -3.998 -3.880 0.177
C -3.376 -2.892 1.146
S -2.080 -1.704 0.638
C -0.857 -2.727 -0.189
C -1.168 -3.107 -1.624
S -1.827 -1.722 -2.608
C -3.369 -2.401 -3.333
C -4.165 -3.507 -2.654
S -4.999 -3.095 -1.106
H -4.671 -4.513 0.758
H -3.257 -4.548 -0.258
H -2.851 -3.423 1.946
H -4.142 -2.285 1.632
H -0.669 -3.610 0.424
H 0.027 -2.102 -0.155
H -1.875 -3.925 -1.692
H -0.247 -3.416 -2.120
H -3.019 -2.755 -4.307
H -4.001 -1.536 -3.534
H -3.582 -4.418 -2.527
H -4.959 -3.777 -3.353
O -0.191 0.125 0.231
P 1.168 0.395 0.980
C 2.575 -0.133 -0.061
C 2.294 -1.252 -1.079
C 2.559 -2.666 -0.570
C 3.993 -2.787 -0.073
C 4.202 -1.819 1.080
C 3.910 -0.369 0.689
C 1.039 -0.572 2.523
C 2.208 -0.408 3.528
C 1.775 -0.767 4.958
C 0.788 -1.927 4.945
C -0.519 -1.505 4.248
C -0.289 -0.349 3.271
C 1.353 2.214 1.195
C 0.501 2.884 2.297
C 1.220 3.118 3.625
C 2.544 3.844 3.428
C 3.455 3.076 2.480
C 2.776 2.825 1.137
H 2.699 0.784 -0.642
H 2.967 -1.087 -1.920
H 1.288 -1.144 -1.487
H 2.368 -3.380 -1.374
H 1.891 -2.928 0.261
H 4.686 -2.567 -0.891
H 4.202 -3.807 0.250
H 5.229 -1.869 1.443
H 3.567 -2.147 1.907
H 4.704 -0.046 0.008
H 3.992 0.282 1.561
H 1.044 -1.605 2.140
H 2.600 0.606 3.503
H 3.031 -1.059 3.246
H 1.322 0.095 5.455
H 2.662 -1.019 5.538
H 0.579 -2.266 5.959
H 1.242 -2.778 4.428
H -1.259 -1.202 4.991
H -0.949 -2.357 3.708
H -0.231 0.588 3.820
H -1.127 -0.265 2.581
H 0.904 2.472 0.224
H -0.420 2.332 2.471
H 0.212 3.870 1.913
H 1.395 2.169 4.134
H 0.566 3.696 4.280
H 3.034 3.999 4.389
H 2.353 4.839 3.013
H 3.783 2.139 2.939
H 4.365 3.649 2.295
H 3.426 2.246 0.483
H 2.659 3.793 0.639
Br -0.757 0.053 -5.538
C 1.104 0.234 -5.182
C 1.940 -0.043 -6.252
C 3.307 0.157 -6.136
C 3.842 0.667 -4.962
C 3.002 0.953 -3.902
C 1.625 0.720 -3.982
C 0.845 1.032 -2.745
O 1.217 1.868 -1.939
O -0.256 0.320 -2.634
H 1.518 -0.398 -7.182
H 3.949 -0.067 -6.978
H 4.904 0.853 -4.878
H 3.400 1.375 -2.989
*
```

Löwdin atomic charge list, values in e, 4 entries:
1. Ir 0.739
2. C -0.399
3. C -0.402
4. S 0.806